{
  "formula": "C7H10",
  "method": "ωB97M-V with the def2-TZVPD basis set",
  "species": ["C", "C", "C", "C", "C", "C", "C", "H", "H", "H", "H", "H", "H", "H", "H", "H", "H"],
  "positions_angstrom": [[-1.7425, 0.4455, -0.0666], [-0.9839, -0.8608, -0.0895], [0.4371, -0.9082, -0.6454], [1.1201, 0.4358, -0.9312], [1.4199, 0.9402, 0.4554], [1.0780, 0.0373, 1.3849], [0.6360, -1.2664, 0.8029], [-1.9236, 0.7952, -1.0901], [-2.7103, 0.3253, 0.4296], [-1.1830, 1.2262, 0.4586], [-1.5672, -1.7199, -0.4281], [0.5989, -1.6820, -1.3960], [0.5108, 1.1414, -1.5144], [2.0423, 0.2753, -1.5041], [1.8616, 1.9157, 0.6476], [1.1820, 0.1762, 2.4578], [-0.7761, -1.2766, 1.0287]],
  "forces_ev_per_angstrom": [[0.014, 0.049, 0.021], [-0.187, -0.026, -0.149], [0.052, -0.051, -0.098], [-0.014, -0.026, 0.018], [-0.058, -0.144, 0.117], [0.045, 0.179, -0.040], [0.121, 0.146, -0.081], [0.033, -0.049, 0.135], [0.145, 0.010, -0.071], [-0.064, -0.108, -0.077], [0.109, 0.139, 0.039], [-0.034, 0.124, 0.161], [0.073, -0.083, 0.098], [-0.138, 0.003, 0.081], [-0.073, -0.141, -0.011], [0.026, 0.003, -0.172], [-0.051, -0.024, 0.028]],
  "relative_energy_kj_mol": 377.0,
  "homo_lumo_gap_ev": 8.9,
  "e_homo_ha": -0.2895
}

---

{
  "formula": "C16H23IN2OPt",
  "method": "ωB97M-V with the def2-TZVPD basis set",
  "species": ["C", "C", "H", "H", "H", "H", "H", "H", "C", "C", "C", "C", "H", "H", "H", "H", "N", "C", "C", "N", "C", "C", "C", "H", "H", "C", "H", "H", "Pt", "I", "C", "C", "C", "C", "O", "H", "H", "H", "H", "H", "H", "H", "H", "H"],
  "positions_angstrom": [[1.7057, 3.2630, 0.1841], [2.6179, 0.6475, -1.1411], [1.6015, 3.9479, -0.6611], [2.8088, 3.0376, 0.1085], [1.6183, 3.7817, 1.1227], [2.7135, 0.4175, -2.2006], [3.2849, 1.5147, -0.9308], [2.9607, -0.0671, -0.3804], [-2.1232, 1.6678, -1.0415], [-3.4395, 1.2740, -1.3525], [-3.6010, 0.0631, -2.0168], [-2.4931, -0.7230, -2.2252], [-1.9572, 2.6365, -0.5219], [-4.2792, 1.9278, -1.0629], [-4.5876, -0.2785, -2.3286], [-2.5883, -1.7080, -2.7009], [-1.0166, 0.9256, -1.2552], [-1.2147, -0.3231, -1.7795], [-0.0918, -1.2805, -1.8690], [1.1149, -0.9271, -1.3833], [2.1362, -1.7922, -1.4236], [0.8642, -3.4511, -2.5142], [2.0742, -3.0538, -1.9506], [3.1432, -1.4805, -1.1243], [2.9850, -3.6456, -1.9266], [-0.2169, -2.5680, -2.4488], [-1.1819, -2.8751, -2.8518], [0.7746, -4.4293, -2.9612], [1.0411, 1.5570, -0.3909], [-0.7588, 3.5290, 1.3587], [-1.5825, 0.3871, 2.7908], [-0.1741, -0.0105, 2.3190], [0.8161, 0.7491, 3.1863], [-0.1110, -1.4892, 2.7773], [0.0688, 0.1123, 0.9775], [-1.6919, 0.1777, 3.8707], [-2.3476, -0.1731, 2.2443], [-1.7406, 1.4632, 2.6351], [0.6921, 0.4411, 4.2363], [1.8318, 0.5125, 2.8518], [0.6199, 1.8268, 3.0986], [-0.8960, -2.0857, 2.3002], [0.8542, -1.9253, 2.5106], [-0.2341, -1.5738, 3.8708]],
  "forces_ev_per_angstrom": [[3.557, 1.652, -1.041], [3.708, 2.456, 0.925], [-0.452, 0.261, -0.013], [-0.557, 0.247, 0.490], [-0.288, -0.013, 0.572], [-0.235, -0.036, 0.376], [0.047, -0.127, -0.500], [-0.333, 0.431, -0.672], [-0.383, 0.584, 0.313], [0.857, 0.362, 0.165], [-0.537, 0.401, 0.233], [1.115, -0.500, 0.085], [-0.288, -0.952, -0.968], [0.581, -0.422, -0.343], [0.247, 0.088, 0.062], [-0.112, 0.708, 0.312], [-0.984, -0.695, -0.210], [-0.496, 0.324, -0.280], [1.337, -1.298, -0.246], [-1.284, -0.673, 0.000], [0.159, -0.176, -0.173], [-0.095, 0.454, 0.472], [-0.456, -0.263, -0.293], [-0.728, -0.252, 0.055], [-0.355, -0.147, -0.166], [-0.324, 0.271, 0.008], [0.492, -0.041, 0.041], [-0.200, -0.013, -0.110], [-3.604, -2.861, -0.219], [-0.572, 0.749, 0.484], [-1.523, 0.533, -0.395], [1.353, 0.047, 1.821], [0.221, 0.476, -0.095], [0.061, -1.418, -0.562], [-0.911, -0.437, 0.836], [0.301, -0.003, -0.636], [0.058, 0.108, 0.104], [0.006, -0.450, 0.089], [0.157, 0.262, -0.437], [-0.034, 0.142, 0.215], [0.342, -0.298, 0.227], [0.136, 0.109, 0.039], [-0.016, 0.068, 0.022], [0.029, 0.341, -0.589]],
  "s2": 6.0170,
  "relative_energy_kj_mol": 291.5,
  "homo_lumo_gap_ev": [8.0, 5.8],
  "e_homo_ha": [-0.5704, -0.5701],
  "spin_multiplicity": 5,
  "charge": 2
}

---

It is found that the max |F| values, taken in the order of the records, are 0.0047, 0.0896 hartree/bohr.